(1)
54
Properties=species:S:1:pos:R:3:forces:R:3 method="wB97M-V/def2-TZVPD" de_lowest_kcal_mol=1.4 smiles="COc1cccc(NC(=O)CN2CCN(CC(=O)Nc3ccccc3Cl)CC2)c1" homo_lumo_gap_ev=9.02 homo_energy_ev=-8.4 charge=0
C -6.5175 -3.3569 1.3360 -0.16 -0.18 -0.07
O -5.5994 -2.3495 1.6860 0.26 0.30 -0.01
C -5.0979 -1.5569 0.6983 0.13 0.14 -0.01
C -5.4072 -1.6676 -0.6531 -0.21 -0.26 0.12
C -4.8282 -0.7913 -1.5558 0.04 0.01 0.16
C -3.9503 0.1939 -1.1495 0.10 0.17 -0.25
C -3.6394 0.3069 0.2030 -0.26 -0.30 -0.17
N -2.7575 1.2726 0.7059 -0.05 -0.12 0.44
C -2.1365 2.2934 0.0521 0.09 0.27 0.38
O -2.2635 2.5310 -1.1303 -0.04 0.06 -0.21
C -1.2223 3.1255 0.9633 0.11 0.05 0.00
N 0.1920 2.8175 0.9161 -0.19 0.03 -0.01
C 0.5798 1.4657 1.2581 0.07 -0.21 -0.01
C 0.5515 0.4946 0.0710 -0.04 0.06 0.28
N 1.4010 1.0183 -0.9875 -0.10 0.08 -0.18
C 1.5847 0.0577 -2.0573 -0.08 -0.02 -0.01
C 2.6604 -0.9684 -1.6944 -0.16 0.20 0.01
O 2.7263 -2.0629 -2.2066 -0.02 -0.23 -0.17
N 3.5164 -0.4640 -0.7691 0.07 0.48 0.30
C 4.6245 -1.0405 -0.1714 0.24 -0.21 0.06
C 5.1323 -2.2825 -0.5475 -0.06 -0.07 -0.10
C 6.2503 -2.8015 0.0778 0.03 0.07 0.07
C 6.8852 -2.0973 1.0866 0.04 -0.01 0.04
C 6.3945 -0.8624 1.4768 -0.01 -0.04 -0.04
C 5.2760 -0.3450 0.8532 0.03 -0.14 -0.06
Cl 4.6677 1.2047 1.3573 -0.01 0.12 0.06
C 0.9074 2.3155 -1.4280 0.05 0.29 0.03
C 0.9366 3.2802 -0.2366 0.04 0.02 -0.31
C -4.2103 -0.5693 1.1161 -0.08 -0.09 -0.02
H -6.7904 -3.8438 2.2709 -0.01 0.00 -0.10
H -7.4159 -2.9381 0.8713 0.04 -0.02 0.01
H -6.0688 -4.0939 0.6625 -0.02 0.04 0.02
H -6.0889 -2.4222 -1.0104 -0.07 -0.08 0.01
H -5.0712 -0.8811 -2.6039 -0.01 0.00 -0.09
H -3.5157 0.8729 -1.8620 0.01 0.02 0.00
H -2.5961 1.1995 1.7012 0.05 0.14 -0.20
H -1.5440 3.0256 2.0063 -0.06 0.03 -0.05
H -1.3355 4.1716 0.6673 -0.12 -0.11 0.03
H -0.0572 1.0954 2.0636 0.02 -0.01 0.05
H 1.6090 1.5170 1.6311 -0.04 -0.15 0.03
H 0.9407 -0.4769 0.3870 -0.04 -0.01 0.03
H -0.4812 0.3470 -0.2871 0.10 -0.07 -0.01
H 1.9392 0.5799 -2.9515 -0.03 -0.03 0.03
H 0.6629 -0.4776 -2.3308 0.14 -0.01 0.03
H 3.2483 0.4622 -0.4319 -0.06 -0.23 -0.18
H 4.6326 -2.8259 -1.3324 -0.02 -0.01 -0.03
H 6.6285 -3.7648 -0.2284 0.02 -0.09 -0.04
H 7.7591 -2.5023 1.5725 0.08 -0.03 0.05
H 6.8762 -0.3014 2.2627 0.00 0.08 0.05
H 1.5728 2.6936 -2.2077 0.00 0.00 0.00
H -0.1104 2.2520 -1.8374 0.12 0.00 0.00
H 0.5548 4.2546 -0.5423 0.03 0.03 0.01
H 1.9767 3.3969 0.0892 0.02 0.04 -0.12
H -3.9823 -0.5016 2.1696 0.03 0.02 0.15



(2)
46
Properties=species:S:1:pos:R:3:forces:R:3 method="wB97M-V/def2-TZVPD" de_lowest_kcal_mol=0.2 homo_lumo_gap_ev="5.51 / 6.79" spin_multiplicity=2 homo_energy_ev="-0.6 / -1.9" charge=-2
Hg 0.7563 1.3101 -1.8201 -0.03 0.03 -0.04
N -1.8289 1.1607 1.9198 0.02 0.11 -0.05
C -1.4748 0.4262 3.0154 0.01 0.00 -0.02
C -1.1839 1.3438 3.9855 -0.03 -0.05 0.04
N -1.3529 2.6195 3.5139 -0.02 0.06 0.06
C -1.7432 2.4727 2.2691 0.06 -0.04 -0.05
C -2.0092 3.5347 1.2989 0.08 -0.06 -0.05
N -2.6278 4.6753 1.5065 -0.01 0.00 0.08
C -2.6326 5.3059 0.2899 -0.04 0.01 -0.06
C -2.0213 4.5334 -0.6558 0.06 -0.01 0.01
N -1.6215 3.4046 0.0026 -0.08 0.06 -0.05
H -2.0973 0.8032 1.0095 -0.03 -0.09 0.05
H -1.4516 -0.6496 2.9963 0.01 0.02 -0.02
H -0.8435 1.1596 4.9917 -0.03 -0.02 0.00
H -3.0880 6.2746 0.1607 0.00 0.00 0.00
H -1.8331 4.6741 -1.7053 0.01 0.00 0.00
H -1.0659 2.6564 -0.4019 -0.03 0.00 0.02
N 1.4697 -3.2504 -3.3491 -0.03 0.01 -0.02
C 1.0884 -2.0783 -2.7663 0.07 0.01 -0.05
O 1.1866 -1.0036 -3.3362 -0.04 -0.05 0.03
C 0.6238 -2.2057 -1.3062 -0.07 0.00 -0.08
C 1.9491 -3.0583 0.0769 0.03 0.07 0.01
N 3.2960 -3.0233 0.1735 0.01 -0.05 -0.02
C -1.5443 -2.0506 -2.1962 -0.02 0.01 -0.08
N -2.7543 -1.5657 -2.0160 -0.05 -0.08 -0.02
H 1.5393 -3.2080 -4.3523 0.02 0.03 -0.03
H 1.0679 -4.0903 -2.9444 0.00 -0.03 0.05
O 3.8058 -1.5895 -1.6502 0.04 0.01 0.00
C 3.2408 -1.6307 -0.3574 0.06 0.03 0.03
C 3.9110 -0.5669 0.4509 -0.03 0.00 -0.02
C 3.2494 0.1704 1.3432 -0.01 0.00 0.00
C 1.8086 0.0422 1.5500 -0.01 0.01 0.01
C 1.0606 -0.7557 0.7791 0.05 0.04 0.03
C 1.6356 -1.6284 -0.2610 -0.09 -0.10 0.00
C 0.9004 -3.6457 -0.7087 -0.03 0.03 0.02
O 0.5522 -4.7760 -1.0789 0.01 0.00 0.00
O -0.6649 -1.6268 -1.1953 0.07 0.01 0.09
H 3.6347 -2.4576 -2.0400 -0.01 -0.01 0.01
H 4.9660 -0.4119 0.2514 0.00 0.00 0.00
H 3.7799 0.9266 1.9130 0.00 0.00 0.00
H 1.3351 0.6568 2.3076 0.00 0.01 0.01
H -0.0153 -0.7807 0.8945 -0.01 -0.02 0.00
F -2.5262 0.4825 -0.9102 0.00 0.02 0.05
C -3.1158 -0.7901 -0.9698 0.03 -0.02 0.09
F -2.9083 -1.2811 0.3082 0.01 0.03 -0.05
F -4.4525 -0.5085 -0.9869 0.02 0.03 -0.01



(3)
15
Properties=species:S:1:pos:R:3:forces:R:3 method="wB97M-V/def2-TZVPD" de_lowest_kcal_mol=45.3 smiles="C=Cc1nc(N)c[nH]1" homo_lumo_gap_ev=8.14 homo_energy_ev=-7.4 charge=0
C -0.2652 -0.6313 2.8333 0.63 1.36 -0.99
C -0.1430 -1.1545 1.5660 -1.24 1.93 3.17
C -0.1372 -0.4267 0.3309 0.29 0.05 -0.22
N -0.2246 0.8770 0.0647 0.45 -1.23 1.41
C -0.0275 0.9720 -1.2360 0.92 1.24 -1.87
N 0.1860 2.3183 -1.7063 0.58 -1.75 -2.52
C 0.1073 -0.3109 -1.8807 -0.42 4.13 1.07
N 0.0296 -1.1147 -0.8132 -0.04 -3.83 -0.41
H -0.1031 0.4625 3.1713 -0.37 -1.75 -1.33
H -0.5454 -1.2239 3.6895 0.26 -0.59 -0.12
H -0.3153 -2.1947 1.4756 0.00 -1.03 -0.13
H 0.6191 2.9142 -0.9771 -0.17 -0.80 -1.07
H 0.6893 2.2234 -2.6708 -0.97 1.00 2.74
H 0.0480 -0.5521 -2.9113 0.22 -0.49 -0.42
H 0.0821 -2.1586 -0.9359 -0.14 1.76 0.68



no.,F_max (hartree/bohr)
1,0.011
2,0.003
3,0.083